C12H36AlN7O5P2 | ωB97M-V/def2-TZVPD

2S+1 = 1
Total energy = -58850.118 eV
HOMO level = -0.4715 Eh
Charge = +2

Last column: Mulliken charge in e.
Geometry (Å):
P 26.519 -6.290 16.896  0.46
P 18.918 -8.077 12.011  0.14
Al 19.825 -10.995 14.981  1.05
O 22.587 -7.277 14.285  -0.43
O 26.344 -7.721 16.647  -0.79
O 24.174 -8.686 14.429  -0.53
O 19.365 -9.030 13.053  -0.79
O 22.145 -9.377 14.490  -0.51
N 22.978 -8.460 14.373  0.86
N 28.127 -5.847 16.898  0.21
N 25.929 -5.812 18.377  0.32
N 17.482 -8.401 11.288  0.20
N 18.707 -6.541 12.648  0.40
N 20.045 -7.950 10.801  0.41
N 25.808 -5.268 15.802  0.34
C 25.416 -6.800 19.306  -1.06
C 28.627 -4.515 16.640  -1.02
C 19.737 -7.237 9.565  -0.93
C 29.084 -6.812 17.420  -0.95
C 17.394 -9.695 10.571  -1.09
C 17.995 -5.493 11.942  -0.98
C 21.447 -8.036 11.149  -0.87
C 19.637 -6.060 13.664  -0.92
C 26.290 -5.351 14.442  -1.03
C 16.246 -8.139 12.032  -1.17
C 24.411 -4.906 15.916  -0.98
C 26.085 -4.446 18.884  -1.01
H 25.584 -6.532 20.346  0.45
H 20.357 -7.652 8.768  0.36
H 25.902 -7.766 19.151  0.37
H 17.506 -10.499 11.303  0.33
H 26.246 -4.383 13.929  0.45
H 19.787 -6.845 14.400  0.24
H 15.841 -9.059 12.460  0.38
H 24.350 -6.982 19.132  0.32
H 30.049 -6.369 17.649  0.44
H 27.106 -4.296 19.258  0.28
H 18.665 -4.826 11.384  0.36
H 19.283 -5.119 14.082  0.36
H 16.441 -7.517 12.909  0.46
H 27.327 -5.676 14.349  0.37
H 20.598 -5.812 13.193  0.30
H 23.753 -5.769 15.733  0.23
H 29.560 -4.594 16.070  0.45
H 22.040 -8.420 10.315  0.35
H 25.937 -3.722 18.087  0.41
H 16.410 -9.738 10.116  0.42
H 18.672 -7.317 9.372  0.34
H 25.418 -4.340 19.734  0.46
H 29.301 -7.589 16.679  0.32
H 21.646 -8.702 11.983  0.15
H 24.195 -4.140 15.172  0.43
H 25.704 -6.019 13.798  0.25
H 24.173 -4.479 16.888  0.30
H 17.276 -5.896 11.234  0.35
H 28.649 -7.300 18.295  0.31
H 27.911 -3.936 16.067  0.35
H 20.016 -6.174 9.607  0.29
H 28.950 -4.040 17.575  0.41
H 17.443 -4.885 12.663  0.34
H 15.499 -7.623 11.431  0.32
H 21.829 -7.034 11.397  0.34
H 18.165 -9.795 9.810  0.33

C12H36BrN3O3 | ωB97M-V/def2-TZVPD

2S+1 = 2
Total energy = -93653.718 eV
HOMO level (alpha / beta) = -0.6297 / -0.6297 Eh
Charge = +3

Last column: Mulliken spin population.
Geometry (Å):
Br 0.213 1.271 -0.326  0.99
O -3.476 2.519 -5.498  0.00
O 2.347 1.099 5.995  0.00
O 0.811 -3.210 -1.110  0.00
N 2.265 -1.076 -2.203  0.00
N 0.843 -1.199 5.025  0.00
N -2.639 2.492 -2.910  0.00
C -2.499 1.177 -3.583  0.00
C 2.548 2.038 7.027  0.00
C -2.659 -0.070 -2.590  -0.03
C -3.557 1.343 -4.690  0.00
C 3.868 -1.072 -0.316  0.00
C 0.964 0.148 4.268  0.00
C 1.659 -2.443 -0.214  -0.02
C -0.133 0.247 3.174  0.00
C -3.534 2.251 -6.860  0.00
C -0.360 -3.735 -0.474  0.00
C 2.810 -1.978 -1.063  0.00
C 1.139 1.211 5.316  0.00
H -2.696 1.739 -7.332  0.00
H -0.915 -4.365 -1.169  0.00
H -0.091 -4.268 0.438  0.00
H -0.036 -0.540 2.427  0.01
H -0.009 1.161 2.593  0.00
H 1.227 2.223 4.922  0.00
H -1.853 2.683 -2.306  0.00
H -2.041 0.071 -1.703  0.03
H 1.916 -3.026 0.670  0.00
H -3.682 3.148 -7.462  0.00
H 3.286 -2.752 -1.664  0.00
H -3.626 -0.050 -2.087  0.00
H 1.851 -0.208 -1.894  -0.01
H -4.461 1.705 -7.034  0.00
H -2.513 3.215 -3.604  0.00
H 3.526 1.887 7.484  0.00
H 2.936 -0.962 -2.949  0.00
H -2.519 -0.972 -3.186  0.00
H 2.545 2.992 6.498  0.00
H -0.044 -1.513 5.394  0.00
H 4.905 -1.359 -0.491  0.00
H 1.266 -1.245 5.941  0.00
H 1.883 -0.094 3.735  0.00
H 1.426 -1.833 4.497  0.00
H 3.825 -1.237 0.760  0.00
H -0.977 -2.915 -0.107  0.00
H -1.507 1.209 -4.034  0.00
H -1.103 0.103 3.649  0.00
H -4.567 1.197 -4.306  0.00
H 1.063 -1.671 0.275  0.02
H 1.412 -1.552 -2.461  0.00
H 1.678 1.924 7.673  0.00
H 3.811 0.003 -0.484  0.00
H 0.333 1.165 6.048  0.00
H -3.508 2.677 -2.430  0.00
H -3.349 0.443 -5.269  0.00

C12H36ClI2N3OP3Pm | ωB97M-V/def2-TZVPD

2S+1 = 5
Total energy = -92675.132 eV
HOMO level (alpha / beta) = -0.5419 / -0.5425 Eh
Charge = +2

Last column: Mulliken spin population.
Geometry (Å):
Pm 0.000 0.000 0.000  4.12
I 1.095 -1.585 -1.943  -0.26
I -1.356 1.418 1.904  -0.18
Cl 2.017 1.284 0.300  -0.02
P -0.533 1.642 -1.643  0.13
P -3.332 -1.812 -0.514  0.00
P 0.919 -1.411 1.685  0.11
O -1.811 -1.480 -0.236  -0.04
N -3.355 -2.918 -1.983  0.00
N -4.040 -2.661 0.957  0.00
N -4.403 -0.387 -0.920  0.00
C -2.132 1.368 -2.481  0.03
C -3.058 -2.137 -3.193  0.00
C -4.592 0.529 0.206  0.00
C 1.253 -0.579 3.273  0.01
C -5.730 -0.885 -1.326  0.00
C 0.685 1.779 -2.993  0.01
C -0.618 3.350 -1.011  0.02
C -3.775 -1.910 2.199  0.00
C -3.609 -4.056 1.077  0.00
C 2.542 -2.129 1.264  0.02
C -2.355 -4.000 -1.903  0.00
C -0.129 -2.843 2.116  0.03
H -1.097 -2.482 2.476  0.00
H 0.488 2.690 -3.568  0.01
H -3.956 -4.500 2.035  0.00
H -1.350 -3.609 -1.639  0.00
H -2.933 1.372 -1.736  0.00
H -2.505 -4.144 1.026  0.00
H -2.000 -1.797 -3.196  0.00
H -3.727 -1.263 -3.292  0.00
H -3.628 0.801 0.628  0.00
H -3.226 -2.761 -4.098  0.00
H -0.288 -3.450 1.220  0.00
H 0.625 0.902 -3.640  0.00
H 2.984 -2.577 2.160  0.01
H -6.392 -0.034 -1.599  0.00
H -4.117 -4.658 0.300  0.00
H 0.278 3.539 -0.415  0.00
H 1.861 -1.235 3.906  0.01
H 1.683 1.821 -2.550  0.00
H -1.494 3.470 -0.372  0.00
H -5.247 0.106 0.992  0.00
H -0.664 4.047 -1.854  0.01
H 0.343 -3.454 2.891  0.00
H 1.793 0.348 3.065  0.00
H -2.912 -1.225 2.101  0.00
H -2.643 -4.787 -1.196  0.00
H -3.586 -2.572 3.073  0.00
H 3.182 -1.327 0.889  0.00
H -2.112 0.392 -2.974  0.00
H 0.315 -0.334 3.773  0.00
H -4.671 -1.327 2.477  0.00
H -6.210 -1.465 -0.507  0.00
H -5.070 1.466 -0.152  0.00
H -5.661 -1.540 -2.214  0.00
H -2.322 2.149 -3.224  0.01
H 2.427 -2.881 0.482  0.00
H -2.280 -4.534 -2.877  0.00

Q: What is the formula in the third record?
A: C12H36ClI2N3OP3Pm